# C5H8N

2 unconnected molecules or ions with the total composition C5H8N in a non-equilibrium geometry (ωB97M-V/def2-TZVPD, OMol25).

The geometry in ORCA input format:
```
! RIJCOSX wB97M-V def2-TZVPD def2/J DEFGRID3
* xyz 1 1
C 0.06121 0.61315 -0.92552
C -0.93569 0.85831 1.20759
C -0.78223 2.27146 0.48076
C -0.61382 -0.09668 0.15310
C 1.28421 -3.18021 -0.69921
N -0.07873 1.88716 -0.79519
H 0.73877 0.18661 -1.68028
H 0.10725 0.80819 1.62703
H -1.76334 0.63097 1.87777
H -1.82038 2.50367 0.27853
H -0.29392 3.16154 0.82572
H 0.99162 -4.11671 -1.16869
H 1.60579 -2.47308 -1.45080
H 1.49925 -3.05439 0.26919
*
```

The energy relative to the best compared isomer or geometry (same formula, charge and spin) is 192.0 kcal per mole. The calculation puts the frontier orbital gap (spin up / spin down) at 8.64 / 4.86 eV. The HOMO energy (spin up / spin down) is -15.81 / -12.62 eV.